Entry 1:
A cluster of 2 separate species, C4H8N2OS in total at a distorted geometry. Source: OMol25; level of theory: the ωB97M-V functional and the def2-TZVPD basis.

- relative energy (zero: lowest compared OMol25 entry of this formula, charge and spin) (eV) = 2.948
- SMILES = [H]/N=C1/CON=C1C.S
- molecular weight (g/mol) = 132.19
- E (eV) = -20137.8861
- HOMO level (eV) = -9.3557
- maximum force (eV/Å) = 2.6
- lowest unoccupied orbital energy (eV) = 0.1791

The geometry in ORCA input format:
```
! wB97M-V def2-TZVPD RIJCOSX def2/J DEFGRID3
* xyz 0 1
H 2.496 -1.356 -0.213
N 2.606 -0.421 0.008
C 1.551 0.233 0.168
C 1.521 1.720 0.457
O 0.085 2.006 0.524
N -0.644 0.811 0.423
C 0.132 -0.180 0.230
C -0.296 -1.534 -0.030
H 1.981 1.949 1.413
H 1.899 2.369 -0.387
H -0.122 -1.622 -1.151
H -1.342 -1.686 0.055
H 0.221 -2.289 0.631
S -3.387 0.551 -0.990
H -2.431 0.036 -0.161
H -4.272 -0.586 -0.979
*
```

Here are the Mulliken charges for atoms 1 to 5, given in e: number 1, H, carries 0.236; number 2, N, carries -0.701; number 3, C, carries 0.581; number 4, C, carries -0.390; number 5, O, carries -0.280

=====

Entry 2:
An isolated molecule of C4H8N2OS at a distorted geometry. Source: OMol25; level of theory: the ωB97M-V functional and the def2-TZVPD basis.

- relative energy (zero: lowest compared OMol25 entry of this formula, charge and spin) (eV) = 4.184
- SMILES = C=NSC(=O)NCC
- molecular weight (g/mol) = 132.19
- E (eV) = -20136.6499
- HOMO level (eV) = -9.0929
- maximum force (eV/Å) = 5.9
- lowest unoccupied orbital energy (eV) = 0.4575

The geometry in ORCA input format:
```
! wB97M-V def2-TZVPD RIJCOSX def2/J DEFGRID3
* xyz 0 1
C 0.961 2.742 -0.005
N 0.644 1.568 -0.477
S -0.271 1.577 -2.051
C -0.908 -0.284 -1.884
O -1.065 -0.761 -3.000
N -1.039 -1.006 -0.737
C -0.611 -0.780 0.761
C 0.804 -1.561 1.225
H 0.351 3.670 -0.567
H 1.411 2.839 0.946
H -1.660 -1.950 -1.033
H -0.561 0.372 1.185
H -1.287 -1.415 1.333
H 0.776 -0.888 2.237
H 1.824 -1.440 0.705
H 0.631 -2.681 1.361
*
```

Here are the Mulliken charges for atoms 1 to 5, given in e: number 1, C, carries -0.280; number 2, N, carries -0.280; number 3, S, carries -0.045; number 4, C, carries 0.496; number 5, O, carries -0.566

=====

Entry 3:
An isolated molecule of C4H8N2OS at a distorted geometry. Source: OMol25; level of theory: the ωB97M-V functional and the def2-TZVPD basis.

- relative energy (zero: lowest compared OMol25 entry of this formula, charge and spin) (eV) = 0.640
- SMILES = [H]/N=C1/NSC[C@@]1(C)O
- molecular weight (g/mol) = 132.19
- E (eV) = -20140.1939
- HOMO level (eV) = -8.3338
- maximum force (eV/Å) = 1.2
- lowest unoccupied orbital energy (eV) = 0.6760

The geometry in ORCA input format:
```
! wB97M-V def2-TZVPD RIJCOSX def2/J DEFGRID3
* xyz 0 1
H -2.201 0.649 -1.135
N -2.301 -0.050 -0.407
C -1.162 -0.339 0.094
N -0.993 -1.362 1.036
S 0.626 -1.996 1.021
C 1.096 -0.992 -0.415
C 0.183 0.244 -0.280
C 0.604 1.241 0.792
O 0.045 0.867 -1.532
H -1.758 -2.038 1.011
H 0.941 -1.502 -1.394
H 2.164 -0.782 -0.308
H 1.567 1.703 0.505
H -0.169 1.996 0.792
H 0.689 0.755 1.778
H 0.669 1.606 -1.558
*
```

Here are the Mulliken charges for atoms 1 to 5, given in e: number 1, H, carries 0.277; number 2, N, carries -0.849; number 3, C, carries 0.312; number 4, N, carries -0.340; number 5, S, carries -0.094

=====

Entry 4:
An isolated molecule of C4H8N2OS at a distorted geometry. Source: OMol25; level of theory: the ωB97M-V functional and the def2-TZVPD basis.

- relative energy (zero: lowest compared OMol25 entry of this formula, charge and spin) (eV) = 8.695
- SMILES = C=[S@]1(=O)C[C@@H](C)N=N1
- molecular weight (g/mol) = 132.19
- E (eV) = -20132.1393
- HOMO level (spin up / spin down) (eV) = -8.5550 / -8.5558
- maximum force (eV/Å) = 6.0
- lowest unoccupied orbital energy (spin up / spin down) (eV) = -0.4589 / -0.3724

The geometry in ORCA input format:
```
! wB97M-V def2-TZVPD RIJCOSX def2/J DEFGRID3
* xyz 0 1
C -0.468 -0.692 2.495
S -0.905 -0.970 0.920
O -1.583 -2.441 -0.218
C 0.539 -0.552 -0.131
C 0.345 0.935 -0.482
C 0.802 0.965 -1.971
N -0.996 1.320 -0.116
N -1.654 0.578 0.545
H -1.241 -0.316 3.156
H 0.203 -1.306 3.062
H 0.273 -1.339 -0.867
H 1.358 -0.829 0.377
H 0.842 1.834 -0.019
H 0.347 0.024 -2.380
H 1.796 0.976 -2.007
H 0.342 1.813 -2.365
*
```

Here are the Mulliken charges for atoms 1 to 5, given in e: number 1, C, carries -0.790; number 2, S, carries 0.562; number 3, O, carries -0.679; number 4, C, carries -0.906; number 5, C, carries 0.509